1.
A 2-piece molecular cluster, F3I3Si2 overall at a distorted geometry. Source: OMol25; level of theory: the ωB97M-V functional and the def2-TZVPD basis.

Calculated values
total charge = 0
spin multiplicity = 1
lowest unoccupied orbital energy (alpha / beta) = -2.6 / -2.7 eV

Last column: natural (NBO) charge in e.
Element x y z (Å)
F1 -0.88 -1.96 -1.84  -0.66
F2 -3.13 -1.03 -1.37  -0.66
F3 -1.88 -2.32 0.45  -0.66
Si1 -1.62 -1.24 -0.64  2.00
Si2 1.47 1.39 0.69  0.40
I1 3.67 0.96 -0.46  -0.16
I2 0.65 3.61 0.12  -0.12
I3 1.73 0.59 3.05  -0.14

***

2.
F3NOS2 in the gas phase at a distorted geometry. Source: OMol25; level of theory: the ωB97M-V functional and the def2-TZVPD basis.

Calculated values
expectation value of S² = 2.010
total charge = 0
spin multiplicity = 3
lowest unoccupied orbital energy (alpha / beta) = 0.1 / -4.8 eV

Last column: Mulliken spin population.
Element x y z (Å)
N1 -0.76 0.43 0.43  0.21
O1 0.97 0.59 -1.23  0.37
F1 -0.26 -1.52 1.60  0.08
F2 1.39 -0.04 1.61  0.16
F3 -1.28 0.03 -1.84  0.08
S1 0.38 -0.60 0.40  0.80
S2 -0.44 1.11 -0.97  0.29

***

3.
F4H10N2Na2O13S4 as an isolated structure at a distorted geometry. Source: OMol25; level of theory: the ωB97M-V functional and the def2-TZVPD basis.

Calculated values
total charge = 0
spin multiplicity = 1
lowest unoccupied orbital energy = -4.2 eV

Last column: natural (NBO) charge in e.
Element x y z (Å)
Na1 2.04 4.52 1.17  1.00
Na2 -0.03 0.29 0.33  0.99
N1 4.71 -2.84 -3.97  -1.00
S1 5.75 -1.75 -3.78  2.37
O1 7.19 -2.20 -3.60  -0.91
O2 5.36 -0.49 -3.21  -0.94
F1 5.80 -1.37 -5.30  -0.51
S2 4.75 -3.21 -2.27  2.29
O3 4.10 -2.26 -1.40  -0.92
O4 5.85 -3.98 -1.68  -0.85
F2 3.53 -4.40 -2.30  -0.54
N2 -1.50 3.13 3.18  -1.14
S3 -1.76 2.78 4.62  2.41
O5 -3.01 2.03 4.87  -0.90
O6 -1.23 3.74 5.55  -0.91
F3 -0.60 1.65 4.70  -0.54
S4 -2.93 4.20 3.09  2.33
O7 -2.94 5.38 3.96  -0.85
O8 -4.20 3.62 2.70  -0.86
F4 -2.40 4.78 1.69  -0.53
O9 -2.15 -2.66 -2.32  -0.95
H1 -2.12 -3.54 -1.95  0.48
H2 -2.11 -2.79 -3.26  0.48
O10 -4.61 0.81 -2.03  -0.95
H3 -4.31 -0.10 -1.99  0.47
H4 -5.54 0.75 -2.24  0.47
O11 1.08 2.27 -3.01  -0.97
H5 1.96 2.03 -3.29  0.49
H6 0.63 2.52 -3.81  0.49
O12 0.48 -3.43 2.71  -0.95
H7 0.85 -3.35 3.59  0.47
H8 0.58 -4.35 2.49  0.48
O13 -4.30 -0.87 2.01  -0.95
H9 -4.81 -0.09 1.80  0.48
H10 -4.13 -0.80 2.95  0.48

***

4.
F4LiN4O14S4 as an isolated structure at a distorted geometry. Source: OMol25; level of theory: the ωB97M-V functional and the def2-TZVPD basis.

Calculated values
total charge = -3
spin multiplicity = 1
lowest unoccupied orbital energy = 6.9 eV

Last column: natural (NBO) charge in e.
Element x y z (Å)
Li1 0.60 -1.09 -0.27  0.90
N1 -0.03 2.74 1.81  -0.96
S1 1.28 2.91 2.52  2.38
O1 2.45 2.24 1.94  -0.90
O2 1.31 3.29 3.93  -0.96
F1 1.44 4.41 1.94  -0.55
S2 -0.22 1.16 2.47  2.33
O3 -0.14 0.87 3.88  -0.88
O4 0.01 0.06 1.52  -0.91
F2 -1.81 1.41 2.34  -0.53
N2 -0.93 -1.60 -1.67  -1.08
S3 -2.12 -0.29 -1.53  2.36
O5 -3.46 -0.70 -1.84  -0.91
O6 -1.70 1.03 -1.97  -0.87
F3 -2.17 -0.08 0.12  -0.49
S4 -0.84 -1.59 -3.20  2.37
O7 0.42 -0.98 -3.69  -0.88
O8 -2.04 -1.75 -4.07  -0.91
F4 -0.40 -3.18 -3.25  -0.55
N3 0.33 -3.76 1.43  0.73
O9 -0.73 -4.31 1.77  -0.55
O10 0.33 -2.92 0.56  -0.59
O11 1.43 -3.90 1.99  -0.56
N4 1.78 1.53 -1.69  0.74
O12 1.16 2.44 -1.06  -0.56
O13 2.29 1.67 -2.74  -0.52
O14 1.77 0.40 -1.24  -0.62

***

> What is the spin multiplicity in the first record?

1

***

> spin multiplicity of number 1 (F3I3Si2)?

1